Record 1
ORCA calculation (ωB97M-V with the def2-TZVPD basis set) on a 2-piece molecular cluster, C7H16O2P overall in a non-equilibrium geometry.

Positions of all 26 atoms, in Å:
C  -0.155  -0.784  -2.655
C  -1.358  1.286  -2.378
C  0.619  -1.359  1.222
C  1.790  0.392  2.332
C  -0.670  0.472  2.000
C  -0.853  0.078  -1.613
C  0.655  0.081  1.347
O  1.018  2.458  0.102
O  2.372  0.438  -0.674
P  1.149  1.023  -0.107
H  0.911  -0.342  -2.991
H  0.066  -1.688  -2.278
H  -0.745  -1.069  -3.491
H  -1.884  1.090  -3.288
H  -0.560  1.914  -2.541
H  -1.903  1.905  -1.738
H  1.637  -1.790  0.822
H  0.326  -1.951  2.084
H  -0.061  -1.848  0.432
H  1.841  1.375  2.815
H  2.747  0.421  1.944
H  1.765  -0.260  3.213
H  -0.631  0.659  3.095
H  -0.876  1.437  1.509
H  -1.499  -0.280  1.806
H  -1.652  -0.280  -1.016

Properties
HOMO-LUMO gap (eV): 6.78
HOMO energy (eV): -3.18
Max |F| (hartree/bohr): 0.1235
LUMO level (eV): 3.6
Relative energy (zero: lowest compared OMol25 entry of this formula, charge and spin) (kJ/mol): 243.2
Total charge: -1
E_tot (Ha): -768.1495

Record 2
ORCA calculation (ωB97M-V with the def2-TZVPD basis set) on the molecule C7H16O2Si in a non-equilibrium geometry.

Positions of all 26 atoms, in Å:
C  0.774  0.891  0.311
C  0.833  -0.093  1.481
C  -0.500  0.129  0.675
C  0.771  2.315  0.489
C  0.761  0.300  2.922
C  -2.051  0.865  -2.400
C  1.042  -2.786  -1.236
O  -1.604  -0.399  -2.164
O  -0.273  -2.322  -0.996
Si  -1.243  -1.062  -0.693
H  1.315  0.502  -0.496
H  1.299  -1.071  1.430
H  -1.233  0.695  1.228
H  0.221  2.639  1.284
H  0.417  2.848  -0.322
H  1.810  2.485  0.406
H  0.141  1.160  3.073
H  1.682  0.534  3.360
H  0.292  -0.622  3.378
H  -2.334  0.950  -3.495
H  -1.090  1.481  -2.335
H  -2.870  1.124  -1.711
H  1.806  -2.420  -0.340
H  1.349  -2.522  -2.293
H  1.119  -3.940  -1.243
H  -2.434  -1.683  -0.312

Properties
HOMO-LUMO gap (eV): 10.18
HOMO energy (eV): -9.27
Max |F| (hartree/bohr): 0.0740
SMILES string: CO[SiH](OC)[C@H]1[C@H](C)[C@@H]1C
LUMO level (eV): 0.9
Relative energy (zero: lowest compared OMol25 entry of this formula, charge and spin) (kJ/mol): 233.6
E_tot (Ha): -716.2539

Record 3
ORCA calculation (ωB97M-V with the def2-TZVPD basis set) on a 2-piece molecular cluster, C7H16S2Si overall in a non-equilibrium geometry.

Positions of all 26 atoms, in Å:
C  0.525  0.904  -0.357
C  -1.270  -0.319  -1.345
C  2.802  -0.720  1.394
C  -0.075  -0.380  2.485
C  1.654  2.111  1.847
C  -0.238  0.574  -3.651
C  -3.700  -1.704  -0.972
Si  1.197  0.331  1.261
S  -1.741  -0.168  -2.939
S  -2.171  -1.071  -0.178
H  1.226  0.764  -1.189
H  3.599  -0.258  0.814
H  3.161  -0.815  2.417
H  2.659  -1.724  1.004
H  0.303  -0.388  3.506
H  -0.983  0.213  2.472
H  -0.343  -1.399  2.226
H  0.758  2.676  2.075
H  2.268  2.068  2.739
H  2.204  2.656  1.087
H  -0.046  1.514  -3.145
H  -0.423  0.728  -4.709
H  0.587  -0.114  -3.505
H  -4.282  -0.865  -1.340
H  -4.248  -2.247  -0.210
H  -3.425  -2.364  -1.789

Properties
HOMO-LUMO gap (eV): 7.21
HOMO energy (eV): -7.27
Max |F| (hartree/bohr): 0.0372
LUMO level (eV): -0.1
Relative energy (zero: lowest compared OMol25 entry of this formula, charge and spin) (kJ/mol): 543.7
E_tot (Ha): -1362.0033

Record 4
ORCA calculation (ωB97M-V with the def2-TZVPD basis set) on C7H17AlNO2 as an isolated structure.

Positions of all 28 atoms, in Å:
C  0.536  -2.181  3.220
C  0.303  -0.730  2.859
N  1.150  -0.039  2.190
C  -1.000  -0.181  3.246
Al  -2.443  -0.911  1.961
H  -0.266  -2.802  2.813
H  1.497  -2.534  2.840
H  0.518  -2.306  4.306
H  1.954  -0.622  1.948
H  -1.286  -0.501  4.253
H  -0.980  0.909  3.192
H  -3.661  0.165  1.857
H  -2.943  -2.351  2.563
H  -1.704  -1.150  0.524
O  -0.683  0.207  -5.028
C  -0.072  0.687  -4.108
O  0.640  -0.121  -3.307
C  1.553  0.380  -2.309
C  0.903  0.814  -1.016
C  -0.120  2.172  -3.824
H  2.160  1.176  -2.752
H  2.216  -0.467  -2.135
H  0.244  1.669  -1.160
H  1.669  1.100  -0.296
H  0.319  0.013  -0.563
H  -0.972  2.352  -3.166
H  -0.301  2.682  -4.766
H  0.767  2.570  -3.342

Properties
HOMO-LUMO gap (eV): 7.87
HOMO energy (eV): -4.88
Max |F| (hartree/bohr): 0.0066
LUMO level (eV): 3.0
Total charge: -1
E_tot (Ha): -724.6056

Record 5
ORCA calculation (ωB97M-V with the def2-TZVPD basis set) on C7H17BBaN2O2 as an isolated structure in a non-equilibrium geometry.

Positions of all 30 atoms, in Å:
N  -2.750  -0.935  1.491
C  -1.290  -0.774  1.419
C  -0.678  -1.425  0.179
C  0.841  -1.676  0.324
C  1.627  -0.919  -0.793
B  2.069  0.415  -0.134
N  3.322  0.761  0.440
C  0.826  1.388  -0.100
C  0.312  1.697  -1.498
C  -1.076  2.130  -1.459
O  -1.664  2.978  -2.015
O  -1.914  1.296  -0.529
H  -3.150  -0.149  1.981
H  -3.014  -1.734  2.047
H  -1.105  0.280  1.432
H  -0.786  -1.184  2.271
H  -1.192  -2.355  0.058
H  -0.841  -0.822  -0.708
H  1.075  -2.713  0.224
H  1.137  -1.356  1.304
H  2.427  -1.515  -1.177
H  0.912  -0.727  -1.566
H  4.075  0.270  -0.014
H  3.415  0.604  1.432
H  0.082  0.839  0.423
H  0.980  2.293  0.450
H  0.338  0.824  -2.131
H  0.884  2.473  -1.962
H  -1.460  0.472  -0.359
Ba  -3.402  -0.434  -1.027

Properties
HOMO-LUMO gap (eV): 7.61
HOMO energy (eV): -15.29
Max |F| (hartree/bohr): 0.0633
LUMO level (eV): -7.7
Total charge: +2
E_tot (Ha): -586.7013

Record 6
ORCA calculation (ωB97M-V with the def2-TZVPD basis set) on a 2-piece molecular cluster, C7H17BBrN2O4 overall in a non-equilibrium geometry.

Positions of all 32 atoms, in Å:
C  -2.793  -0.999  2.953
C  -3.218  0.488  2.498
C  -2.357  1.319  1.450
Br  -2.061  3.173  2.252
N  -1.027  0.861  0.970
C  0.027  0.593  2.045
B  -1.066  -0.249  -0.111
N  0.195  -1.018  -0.483
O  -2.333  -0.618  -0.808
H  -3.690  -1.739  2.735
H  -2.676  -1.002  4.142
H  -1.802  -1.441  2.533
H  -3.332  1.142  3.493
H  -4.337  0.414  2.084
H  -3.031  1.536  0.487
H  -0.616  1.685  0.429
H  1.069  1.007  1.651
H  0.195  -0.579  2.189
H  -0.235  1.033  3.096
H  1.015  -0.357  -0.558
H  0.413  -1.729  0.277
H  -2.084  -1.347  -1.476
C  2.772  -0.582  -3.857
C  4.233  -0.398  -3.607
O  4.266  0.531  -2.540
C  3.070  0.429  -1.888
O  2.820  0.962  -0.820
O  2.192  -0.347  -2.588
H  2.534  -1.589  -4.212
H  2.374  0.149  -4.569
H  4.722  -1.323  -3.285
H  4.759  -0.003  -4.481

Properties
HOMO-LUMO gap (eV): 10.82
HOMO energy (eV): -13.95
Max |F| (hartree/bohr): 0.0929
LUMO level (eV): -3.1
Total charge: +1
E_tot (Ha): -3286.0382

Record 7
ORCA calculation (ωB97M-V with the def2-TZVPD basis set) on a 3-piece molecular cluster, C7H17Br2Cl2NO overall in a non-equilibrium geometry.

Positions of all 30 atoms, in Å:
Br  0.459  3.205  -4.242
C  0.805  2.287  -2.439
C  1.291  0.851  -2.651
Br  2.261  0.241  -1.016
H  -0.115  2.399  -1.864
H  1.633  2.807  -1.957
H  2.002  0.705  -3.464
H  0.449  0.181  -2.823
C  -1.250  -1.701  -0.454
C  -1.883  -0.806  0.649
C  -1.196  0.564  0.779
O  0.157  0.366  1.162
C  0.818  1.536  1.671
N  -3.271  -0.743  0.435
H  -0.202  -1.988  -0.361
H  -1.412  -1.349  -1.472
H  -1.748  -2.670  -0.466
H  -1.662  -1.384  1.546
H  -1.708  1.180  1.518
H  -1.145  1.104  -0.167
H  1.865  1.290  1.853
H  0.457  1.835  2.654
H  0.814  2.394  0.999
H  -3.686  -1.538  -0.029
H  -3.484  0.008  -0.206
C  1.915  -2.100  1.959
Cl  2.020  -1.240  3.582
Cl  2.647  -3.673  1.901
H  0.854  -2.258  1.765
H  2.316  -1.502  1.140

Properties
HOMO-LUMO gap (eV): 9.68
HOMO energy (eV): -9.47
Max |F| (hartree/bohr): 0.0606
SMILES string: COC[C@H](C)N.BrCCBr.ClCCl
LUMO level (eV): 0.2
E_tot (Ha): -6475.2699

Record 8
ORCA calculation (ωB97M-V with the def2-TZVPD basis set) on C7H17Br4MnN2O5 as an isolated structure in a non-equilibrium geometry.

Positions of all 36 atoms, in Å:
Mn  1.979  -0.432  -3.524
C  2.132  -3.275  -5.313
O  2.200  -2.128  -4.523
H  1.400  -3.166  -6.120
H  3.081  -3.572  -5.771
H  1.858  -4.150  -4.711
Br  -1.473  -3.685  -9.751
C  -0.287  -2.169  -10.035
C  1.017  -2.372  -9.312
Br  2.341  -1.035  -9.839
H  -0.782  -1.232  -9.799
H  -0.057  -2.172  -11.098
H  1.418  -3.359  -9.528
H  0.938  -2.319  -8.228
Br  4.942  -4.816  -0.869
C  4.330  -4.190  -2.615
C  4.835  -5.031  -3.771
Br  3.848  -6.688  -3.854
H  4.725  -3.179  -2.667
H  3.244  -4.205  -2.616
H  5.886  -5.268  -3.606
H  4.827  -4.543  -4.742
C  4.401  -5.092  -8.157
N  4.988  -4.010  -8.992
O  5.680  -3.194  -8.418
O  4.846  -4.105  -10.187
H  3.321  -4.996  -8.261
H  4.639  -5.071  -7.098
H  4.757  -6.003  -8.629
C  -1.776  -1.926  -5.060
N  -0.684  -0.908  -5.131
O  -0.518  -0.332  -6.153
O  -0.124  -0.616  -4.060
H  -1.570  -2.576  -4.220
H  -1.822  -2.416  -6.029
H  -2.697  -1.351  -4.967

Properties
HOMO-LUMO gap (alpha / beta) (eV): 6.09 / 6.08
HOMO energy (alpha / beta) (eV): -12.45 / -12.45
Max |F| (hartree/bohr): 0.0767
LUMO level (alpha / beta) (eV): -6.4 / -6.4
Relative energy (zero: lowest compared OMol25 entry of this formula, charge and spin) (kJ/mol): 0.0
Total charge: +1
E_tot (Ha): -12209.1688
2S+1: 6

Repeat the eighth record exactly.
ORCA calculation (ωB97M-V with the def2-TZVPD basis set) on C7H17Br4MnN2O5 as an isolated structure in a non-equilibrium geometry.

Positions of all 36 atoms, in Å:
Mn  1.979  -0.432  -3.524
C  2.132  -3.275  -5.313
O  2.200  -2.128  -4.523
H  1.400  -3.166  -6.120
H  3.081  -3.572  -5.771
H  1.858  -4.150  -4.711
Br  -1.473  -3.685  -9.751
C  -0.287  -2.169  -10.035
C  1.017  -2.372  -9.312
Br  2.341  -1.035  -9.839
H  -0.782  -1.232  -9.799
H  -0.057  -2.172  -11.098
H  1.418  -3.359  -9.528
H  0.938  -2.319  -8.228
Br  4.942  -4.816  -0.869
C  4.330  -4.190  -2.615
C  4.835  -5.031  -3.771
Br  3.848  -6.688  -3.854
H  4.725  -3.179  -2.667
H  3.244  -4.205  -2.616
H  5.886  -5.268  -3.606
H  4.827  -4.543  -4.742
C  4.401  -5.092  -8.157
N  4.988  -4.010  -8.992
O  5.680  -3.194  -8.418
O  4.846  -4.105  -10.187
H  3.321  -4.996  -8.261
H  4.639  -5.071  -7.098
H  4.757  -6.003  -8.629
C  -1.776  -1.926  -5.060
N  -0.684  -0.908  -5.131
O  -0.518  -0.332  -6.153
O  -0.124  -0.616  -4.060
H  -1.570  -2.576  -4.220
H  -1.822  -2.416  -6.029
H  -2.697  -1.351  -4.967

Properties
HOMO-LUMO gap (alpha / beta) (eV): 6.09 / 6.08
HOMO energy (alpha / beta) (eV): -12.45 / -12.45
Max |F| (hartree/bohr): 0.0767
LUMO level (alpha / beta) (eV): -6.4 / -6.4
Relative energy (zero: lowest compared OMol25 entry of this formula, charge and spin) (kJ/mol): 0.0
Total charge: +1
E_tot (Ha): -12209.1688
2S+1: 6